No. 1
Formula: C35H42NO
Source: OMol25
Level of theory: the ωB97M-V functional and the def2-TZVPD basis

Properties
energy = -40505.9663 eV
LUMO level = -4.48 eV
maximum force = 3.20 eV Å⁻¹
HOMO level = -10.84 eV
Kohn-Sham gap = 6.358 eV
total charge = +1

```
79
Properties=species:S:1:pos:R:3:mulliken_charge:R:1
C 3.8904 -1.2131 1.4289 -1.105
C 2.9476 -2.5017 1.5204 1.091
C 2.4401 -2.5772 3.0256 -1.136
C 3.6779 -3.8034 1.0290 0.484
C 4.3837 -3.6714 -0.3872 -1.181
C 2.7827 -5.0953 1.0186 -0.963
O 1.8799 -5.1800 -0.1259 -0.466
C 0.7583 -4.4208 0.0419 0.438
C 0.4509 -3.4626 -1.0460 -0.102
C -0.7185 -2.5796 -0.9194 -0.252
C -1.4916 -2.7113 0.2972 -0.395
N -1.2008 -3.6154 1.2755 0.091
C -0.1201 -4.4606 1.1990 -0.605
H 4.8177 -1.3113 2.0432 0.342
H 3.2362 -0.3584 1.7638 0.182
H 4.0996 -1.0595 0.3372 0.313
H 2.0376 -2.2286 0.9071 -0.550
H 1.3854 -2.9826 3.0817 0.198
H 3.1267 -3.2033 3.6496 0.271
H 2.3591 -1.5206 3.4003 0.330
H 4.5060 -4.0049 1.7706 0.560
H 5.4978 -3.7333 -0.2609 0.320
H 4.1190 -4.5245 -1.0745 0.345
H 4.0624 -2.7403 -0.9229 0.061
H 2.2498 -5.2837 1.9951 0.284
H 3.4833 -5.9709 0.9058 0.399
H 1.0977 -3.4002 -1.9482 0.457
H -0.9557 -1.8281 -1.7108 0.433
H -2.3592 -2.0308 0.4302 0.393
H -1.7789 -3.6507 2.1203 0.353
H 0.1409 -5.1895 2.0036 0.423
C -3.1357 3.1812 -2.4923 -0.435
C -3.5947 1.8837 -2.3004 -0.709
C -2.7457 0.9168 -1.7781 -0.244
C -1.4391 1.2496 -1.4378 0.434
C -0.9815 2.5474 -1.6262 -0.280
C -1.8281 3.5123 -2.1575 -0.714
H -3.7972 3.9348 -2.9027 0.441
H -4.6152 1.6264 -2.5591 0.461
H -3.1034 -0.0982 -1.6349 0.293
H -0.7776 0.4955 -1.0250 0.120
H 0.0367 2.8077 -1.3594 0.235
H -1.4695 4.5232 -2.3095 0.405
C 0.2590 1.1723 1.5637 -0.016
C 1.1455 1.6098 2.5403 -0.598
C 0.8250 1.4684 3.8854 -0.461
C -0.3787 0.8803 4.2547 -0.437
C -1.2643 0.4391 3.2788 -0.781
C -0.9486 0.5883 1.9330 -0.051
H 0.5084 1.2863 0.5159 0.084
H 2.0876 2.0628 2.2528 0.448
H 1.5138 1.8160 4.6462 0.403
H -0.6264 0.7661 5.3034 0.413
H -2.2031 -0.0210 3.5679 0.444
H -1.6423 0.2495 1.1718 0.515
C 4.3876 -0.2117 -3.4107 -0.423
C 5.2979 0.6324 -4.0342 -0.483
C 5.1167 2.0090 -3.9841 -0.385
C 4.0297 2.5425 -3.3019 -0.493
C 3.1214 1.6988 -2.6754 -0.099
C 3.2977 0.3218 -2.7332 -0.313
H 4.5276 -1.2861 -3.4529 0.352
H 6.1492 0.2169 -4.5605 0.370
H 5.8231 2.6668 -4.4761 0.367
H 3.8912 3.6163 -3.2590 0.377
H 2.2743 2.1153 -2.1418 0.274
H 2.5849 -0.3373 -2.2481 0.469
C -7.9592 3.0289 0.0546 -0.383
C -8.2491 4.3708 0.2685 -0.414
C -7.2180 5.2939 0.3933 -0.335
C -5.8961 4.8764 0.2947 -0.548
C -5.6062 3.5350 0.0772 -0.208
C -6.6372 2.6105 -0.0387 -0.441
H -8.7637 2.3087 -0.0395 0.362
H -9.2800 4.6975 0.3387 0.362
H -7.4445 6.3393 0.5666 0.364
H -5.0918 5.5971 0.3873 0.367
H -4.5754 3.2097 -0.0015 0.512
H -6.4105 1.5629 -0.2031 0.368
```

No. 2
Formula: C35H43ClP2Si2Sn
Source: OMol25
Level of theory: the ωB97M-V functional and the def2-TZVPD basis

Properties
energy = -89657.5372 eV
LUMO level (alpha / beta) = -8.02 / -8.55 eV
maximum force = 9.39 eV Å⁻¹
HOMO level (alpha / beta) = -12.80 / -12.65 eV
Kohn-Sham gap (alpha / beta) = 4.776 / 4.103 eV
total charge = +2

```
84
Properties=species:S:1:pos:R:3:mulliken_charge:R:1
C 0.9817 1.4423 1.4628 -0.373
C 1.1616 0.2694 2.2510 -0.455
C 2.5595 -0.0221 2.2947 -0.623
H 0.3794 -0.2661 2.7848 0.553
C 3.2410 0.9842 1.5247 -0.691
C 2.2594 1.8819 1.0189 -0.720
H 2.4490 2.7820 0.4349 0.483
H 0.0376 1.9546 1.2894 0.604
H 3.0286 -0.7910 2.9031 0.556
H 4.3194 1.0778 1.4128 0.512
Sn 2.1611 -0.9602 -0.3535 1.165
Si -0.6513 -5.0948 -0.3524 0.352
C -1.2731 -5.3143 1.4113 0.934
C -1.7108 -6.5681 1.8418 -0.522
H -1.6562 -7.4238 1.1644 0.383
C -2.2055 -6.7403 3.1371 -0.586
H -2.5178 -7.7320 3.4649 0.463
C -2.2660 -5.6570 4.0179 -0.754
H -2.6291 -5.7991 5.0372 0.430
C -1.8524 -4.3939 3.5863 -0.807
H -1.8881 -3.5373 4.2637 0.494
C -1.3979 -4.2175 2.2757 0.168
H -1.1253 -3.2127 1.9361 0.059
C 1.1003 -4.1424 -0.0691 0.998
C 1.5344 -3.3259 1.0620 -0.791
H 0.8933 -3.1902 1.9285 0.398
C 2.9702 -3.1050 1.2469 -0.186
H 3.3781 -2.9013 2.2415 0.583
C 3.7160 -2.7280 0.0408 -0.633
H 4.7160 -2.2958 0.1289 0.800
C 3.2235 -3.3014 -1.1722 -0.979
H 3.7433 -3.1506 -2.1208 0.503
C 2.1424 -4.2369 -1.0797 -0.638
H 1.9527 -4.9141 -1.9198 0.736
H -0.9088 -3.8611 -1.1982 -0.113
Si 2.7779 -4.8233 0.6711 -0.009
C 4.4323 -5.7432 0.3685 0.635
C 5.1626 -6.2235 1.4605 -0.268
H 4.7840 -6.0847 2.4768 0.370
C 6.3551 -6.9265 1.2610 -0.775
H 6.9030 -7.3167 2.1188 0.438
C 6.8280 -7.1381 -0.0410 -0.548
H 7.7524 -7.6943 -0.2029 0.417
C 6.1013 -6.6515 -1.1326 -0.866
H 6.4539 -6.8142 -2.1509 0.416
C 4.8977 -5.9644 -0.9305 -0.329
H 4.3264 -5.6252 -1.7965 0.248
C 2.1329 -6.1673 1.9080 0.343
C 1.7455 -5.8411 3.2045 -0.149
H 1.8444 -4.8202 3.5826 0.249
C 1.2307 -6.8399 4.0425 -0.700
H 0.9110 -6.5795 5.0528 0.467
C 1.0960 -8.1516 3.5803 -0.630
H 0.6761 -8.9235 4.2308 0.452
C 1.4697 -8.4696 2.2723 -0.925
H 1.3375 -9.4815 1.8844 0.462
C 2.0135 -7.4778 1.4491 -0.112
H 2.3508 -7.7413 0.4451 0.518
H -1.9506 -5.0039 -0.9504 -0.044
Cl -0.0615 -6.8580 -1.2658 -0.289
C -3.6210 -2.6716 -0.1196 -1.239
P -2.3429 -1.3599 -0.1264 0.838
C -2.5349 -0.6980 1.5784 -1.203
C -3.2515 -0.0114 -1.0266 -0.950
C -2.2778 1.0973 -1.4497 -1.111
P -0.5257 0.4538 -1.5719 0.548
C -0.6980 -0.4240 -3.1731 -1.299
C 0.2705 2.0000 -2.1403 -1.237
H -3.4904 -3.2838 -1.0178 0.304
H -4.6259 -2.2295 -0.1125 0.503
H -3.4851 -3.3211 0.7533 0.234
H -3.4970 -0.1754 1.6566 0.547
H -2.5123 -1.5226 2.3022 0.247
H -1.7206 0.0018 1.8033 0.087
H -3.7483 -0.4602 -1.9000 0.372
H -4.0285 0.3781 -0.3545 0.474
H -2.5395 1.5152 -2.4337 0.537
H -2.2736 1.9216 -0.7182 0.406
H -1.3775 0.1348 -3.8292 0.426
H 0.2911 -0.4880 -3.6420 0.426
H -1.0824 -1.4384 -3.0173 0.286
H -0.3268 2.4462 -2.9475 0.448
H 0.3442 2.7048 -1.3034 0.324
H 1.2798 1.7750 -2.5043 0.360
```

No. 3
Formula: C35H43CoN6O5PS
Source: OMol25
Level of theory: the ωB97M-V functional and the def2-TZVPD basis

Properties
energy = -113922.9596 eV
⟨S²⟩ = 3.76
LUMO level (alpha / beta) = 3.93 / 3.93 eV
maximum force = 0.34 eV Å⁻¹
HOMO level (alpha / beta) = -1.83 / -1.82 eV
Kohn-Sham gap (alpha / beta) = 5.761 / 5.749 eV
2S+1 = 4
total charge = -2

```
92
Properties=species:S:1:pos:R:3:mulliken_charge:R:1
Co -1.1475 1.1974 -0.5408 1.582
C -3.4545 -5.5435 0.3708 -1.027
C -4.2671 -4.3549 0.8730 -0.634
N -3.4858 -3.3927 1.6346 0.169
C -3.5081 -3.4930 3.0836 -0.868
C -2.4244 -4.3988 3.6573 -0.958
C -2.6969 -2.4679 1.0025 0.059
S -1.6901 -1.4521 1.8775 -0.347
N -2.7948 -2.5663 -0.3557 -0.081
C -2.4937 -1.5885 -1.1859 -0.516
O -2.2969 -0.3712 -0.9600 -1.334
C -2.4021 -2.0160 -2.6416 0.503
C -2.5864 -3.3410 -3.0245 0.068
C -2.4774 -3.7090 -4.3570 -0.664
C -2.1798 -2.7534 -5.3210 -0.368
C -2.0006 -1.4291 -4.9451 -0.729
C -2.1158 -1.0627 -3.6115 -0.434
H -4.0846 -6.2104 -0.2235 0.317
H -3.0329 -6.1186 1.1956 0.339
H -2.6364 -5.1876 -0.2539 0.199
H -5.0732 -4.6999 1.5259 0.384
H -4.7212 -3.8457 0.0241 0.427
H -4.4998 -3.8543 3.3727 0.383
H -3.3807 -2.4883 3.4850 0.452
H -2.5489 -5.4340 3.3347 0.264
H -2.4554 -4.3778 4.7492 0.391
H -1.4465 -4.0417 3.3360 0.237
H -2.8123 -4.0707 -2.2585 0.274
H -2.6209 -4.7443 -4.6445 0.381
H -2.0892 -3.0406 -6.3622 0.353
H -1.7676 -0.6756 -5.6877 0.416
H -1.9882 -0.0320 -3.3097 0.587
O -3.9749 6.4307 3.1917 -0.722
C -3.3558 5.4862 3.7154 0.424
O -3.0793 5.2745 4.9144 -0.740
C -2.8651 4.3934 2.7351 0.331
C -2.5194 3.1278 3.1960 -1.084
C -2.0783 2.1688 2.3061 -0.181
N -1.9362 2.4127 0.9994 -0.110
C -2.2747 3.6266 0.5383 0.776
C -2.7513 4.6269 1.3693 -0.783
C -2.1128 3.8430 -0.9675 0.073
O -2.4543 4.9110 -1.4559 -0.778
O -1.6045 2.8463 -1.5999 -0.480
H -2.5903 2.9163 4.2541 0.484
H -1.8216 1.1685 2.6292 0.486
H -3.0340 5.5806 0.9489 0.574
C 4.4255 0.2313 2.6773 -0.939
N 3.2741 0.3946 3.6479 0.150
C 2.7329 1.8112 3.5249 -1.040
N 2.5653 2.2756 2.1990 0.402
C 3.8002 2.1317 1.4575 -1.049
N 4.2037 0.7397 1.3722 0.248
C 3.3425 -0.0043 0.4285 -0.680
P 1.4424 0.1642 0.5112 0.275
C 2.2132 -0.6044 3.3498 -0.834
C 1.3926 1.8246 1.4290 -0.677
H 4.6608 -0.8326 2.6621 0.425
H 5.2595 0.7924 3.1219 0.370
H 3.6913 0.3428 4.5892 0.347
H 3.4751 2.4457 4.0281 0.373
H 1.7935 1.8272 4.0755 0.460
H 4.5897 2.7001 1.9648 0.346
H 3.6700 2.5298 0.4527 0.042
H 3.5968 -1.0644 0.5089 0.390
H 3.6708 0.3201 -0.5580 0.271
H 2.6722 -1.5910 3.4855 0.191
H 1.4188 -0.4577 4.0872 0.203
H 0.5398 1.8209 2.1075 -0.057
H 1.1979 2.6089 0.6942 0.565
C 1.7089 2.9620 -1.8591 -2.381
C 1.5114 1.4990 -2.2589 3.693
C 0.5962 1.4971 -3.4989 -1.725
C 0.8324 0.6718 -1.1365 -0.431
C 2.8320 0.8667 -2.7202 -1.227
C 4.0226 1.5798 -2.8426 0.320
C 5.2011 0.9656 -3.2536 -0.911
C 5.2164 -0.3822 -3.5683 -0.370
C 4.0324 -1.1062 -3.4747 -1.026
C 2.8655 -0.4894 -3.0610 0.239
H 0.7481 3.3763 -1.5554 -0.012
H 2.0803 3.5598 -2.6971 0.623
H 2.4135 3.0733 -1.0337 0.325
H -0.3439 1.9978 -3.2673 0.358
H 0.3905 0.4744 -3.8201 0.185
H 1.0783 2.0199 -4.3323 0.415
H 0.5443 -0.2975 -1.5724 0.345
H 4.0455 2.6317 -2.5921 0.273
H 6.1127 1.5490 -3.3180 0.361
H 6.1344 -0.8658 -3.8805 0.372
H 4.0212 -2.1627 -3.7167 0.367
H 1.9600 -1.0761 -2.9717 0.324
```

No. 4
Formula: C35H43F9N5O23P2S2
Source: OMol25
Level of theory: the ωB97M-V functional and the def2-TZVPD basis

Properties
energy = -156229.7036 eV
LUMO level = -4.00 eV
maximum force = 3.31 eV Å⁻¹
HOMO level = -11.74 eV
Kohn-Sham gap = 7.734 eV
total charge = +1

```
119
Properties=species:S:1:pos:R:3:mulliken_charge:R:1
C 6.6431 -2.4161 -0.3411 0.003
C 5.7171 -1.9518 -0.9424 -0.618
C 4.6077 -1.4039 -1.7529 -0.627
C 3.2757 -1.2683 -0.9194 0.045
C 2.3547 -2.4393 -1.3346 -1.384
N 0.9555 -2.2841 -0.8967 0.033
C 0.4674 -2.8266 0.2058 0.561
P 1.2896 -3.9154 1.4968 0.074
S 0.0574 -4.1116 2.9828 -0.278
N -0.8326 -2.5275 0.3727 -0.317
C -1.1156 -1.8018 -0.7213 0.195
N -2.3675 -1.3507 -0.9264 0.268
C -2.8739 -0.5315 -2.0354 -1.658
C -3.0639 -1.2202 -3.4086 -0.368
C -3.4800 -2.7129 -3.4120 0.993
C -3.7455 -3.0579 -4.9220 -1.745
C -2.3980 -3.7151 -2.9284 -1.090
N -3.2387 -1.6709 0.1411 0.066
C -3.4985 -0.5501 1.0120 0.398
O -3.4851 -0.7015 2.1762 -0.429
F -3.7661 0.6854 0.5263 -0.111
C -4.4072 -2.4030 -0.2793 0.514
O -4.4305 -3.5746 -0.2228 -0.369
F -5.4599 -1.7331 -0.7696 -0.223
N -0.0381 -1.5949 -1.5375 0.454
P 0.3197 -0.7384 -3.0314 0.064
S 0.7066 -1.8703 -4.5544 -0.279
H 7.3565 -3.0705 0.1166 0.470
H 4.4533 -2.1231 -2.5752 0.332
H 4.8715 -0.4551 -2.2373 0.417
H 3.5758 -1.3071 0.1354 0.346
H 2.8459 -0.2824 -1.1467 0.232
H 2.4212 -2.6647 -2.4078 0.369
H 2.7428 -3.3378 -0.8275 0.280
H 2.4855 -3.3403 1.9816 0.075
H 1.4943 -5.1982 0.9199 0.175
H -3.8506 -0.1286 -1.7419 0.593
H -2.2351 0.3689 -2.1013 0.593
H -3.8859 -0.6791 -3.9083 0.337
H -2.2155 -1.1214 -4.1075 0.265
H -4.4500 -2.9101 -2.9273 0.192
H -4.5559 -2.3963 -5.2395 0.347
H -4.1723 -4.0734 -4.9226 0.455
H -2.8424 -2.9833 -5.5377 0.334
H -1.3952 -3.3340 -3.1973 -0.026
H -2.4003 -3.8697 -1.8362 0.214
H -2.4855 -4.6744 -3.4555 0.537
H -0.6700 0.1868 -3.4018 0.188
H 1.4967 0.0010 -2.7555 0.102
C -4.2889 3.9109 -0.3797 0.183
C -5.3595 4.5055 0.4960 0.249
O -5.7491 5.6567 -0.2298 -0.246
C -5.5278 5.3734 -1.5466 0.675
O -5.9777 5.9933 -2.4497 -0.571
O -4.7286 4.2837 -1.6864 -0.325
F -4.8596 4.8897 1.6958 -0.196
H -3.3062 4.3472 -0.1881 0.257
H -4.2202 2.8311 -0.2828 -0.256
H -6.2267 3.8608 0.6525 0.233
C -4.7752 -1.0035 -9.6507 -0.449
C -5.1661 -2.2913 -8.9783 0.262
O -4.7129 -2.0976 -7.6463 -0.236
C -4.7648 -0.7509 -7.4222 0.618
O -4.7135 -0.2486 -6.3465 -0.461
O -4.8877 -0.0622 -8.5792 -0.346
F -4.5113 -3.3474 -9.5141 -0.273
H -3.7462 -1.0207 -10.0136 0.281
H -5.4352 -0.7411 -10.4742 0.289
H -6.2392 -2.4919 -8.9729 0.285
C -3.2309 7.4580 3.4302 -0.181
C -1.7505 7.1902 3.4027 0.290
O -1.2452 8.3006 2.6924 -0.308
C -2.1087 9.3382 2.9349 0.614
O -1.8647 10.4732 2.7219 -0.474
O -3.2799 8.8838 3.4586 -0.315
F -1.4637 6.0552 2.7070 -0.267
H -3.7360 7.0949 2.5334 0.103
H -3.7186 7.0326 4.3050 0.284
H -1.2812 7.1413 4.3873 0.242
C 5.0269 -5.2195 4.7710 -0.417
C 4.5671 -5.6127 3.3948 0.312
O 4.8398 -4.4500 2.6314 -0.260
C 5.9060 -3.8391 3.2406 0.539
O 6.5670 -2.9951 2.7354 -0.440
O 6.1082 -4.3276 4.4840 -0.284
F 3.2310 -5.8530 3.3663 -0.282
H 4.2569 -4.6880 5.3335 0.264
H 5.3678 -6.0694 5.3581 0.297
H 5.0993 -6.4648 2.9680 0.251
C 6.2621 0.2608 5.3175 -0.317
C 5.4349 -0.5948 6.2380 0.294
O 6.3520 -1.5871 6.6554 -0.266
C 7.5893 -1.0008 6.6120 0.668
O 8.5553 -1.4388 7.1363 -0.512
O 7.5613 0.1513 5.8964 -0.319
F 4.4121 -1.1964 5.5709 -0.252
H 6.2836 -0.1281 4.2970 0.201
H 5.9298 1.2966 5.2942 0.286
H 5.0421 -0.0698 7.1109 0.231
C -6.3834 9.0101 -2.5199 0.167
C -7.4577 9.6097 -1.6553 0.281
O -7.8477 10.7560 -2.3875 -0.330
C -7.6187 10.4669 -3.7045 0.629
O -8.0655 11.0805 -4.6117 -0.489
O -6.8171 9.3767 -3.8326 -0.330
F -6.9658 10.0026 -0.4517 -0.278
H -5.4024 9.4503 -2.3253 0.272
H -6.3133 7.9261 -2.4166 -0.185
H -8.3250 8.9641 -1.5000 0.307
C 10.2207 -4.4983 5.6338 -0.276
C 9.3988 -5.3623 6.5476 0.403
O 10.3209 -6.3493 6.9613 -0.320
C 11.5565 -5.7583 6.9256 0.573
O 12.5211 -6.1941 7.4498 -0.474
O 11.5214 -4.6000 6.2125 -0.335
F 8.3806 -5.9648 5.8735 -0.307
H 10.2472 -4.8809 4.6111 0.277
H 9.8771 -3.4657 5.6156 0.165
H 9.0007 -4.8425 7.4212 0.299
```

> Which of these has the highest maximum force?

C35H43ClP2Si2Sn

> Which of these has the highest energy?

C35H42NO

> Look up the maximum force of the third one.

0.34 eV Å⁻¹

> maximum force of number 2 (C35H43ClP2Si2Sn)?

9.39 eV Å⁻¹